# 1
Molecular formula: C33H73O3P2
Method: DFT, ωB97M-V/def2-TZVPD

Charge: +1
HOMO level in eV: -10.43
Max |F| in eV/A: 8.20
Energy above the lowest of the compared OMol25 structures with the same formula, charge and spin in eV: 3.297
Gap between HOMO and LUMO in eV: 8.7987
DFT total energy in Eh: -2209.3015
Lowest unoccupied orbital energy in eV: -1.64

Each line ends with the Löwdin charge.
CARTESIAN COORDINATES (ANGSTROEM)
C  -22.838  -4.627  -26.058  -0.09
C  -21.685  -5.678  -26.336  -0.23
C  -20.884  -6.095  -25.073  -0.24
C  -19.581  -6.859  -25.353  -0.27
P  -18.279  -6.899  -24.070  1.05
C  -16.956  -8.006  -24.638  -0.25
C  -17.401  -9.483  -24.789  -0.24
C  -16.348  -10.538  -25.230  -0.23
C  -17.027  -11.939  -25.338  -0.10
C  -18.970  -7.383  -22.436  -0.26
C  -19.940  -8.535  -22.359  -0.25
C  -20.234  -8.920  -20.872  -0.22
C  -19.109  -9.779  -20.223  -0.08
C  -17.536  -5.220  -23.918  -0.23
C  -16.956  -4.747  -25.263  -0.27
C  -16.272  -3.384  -25.300  -0.26
C  -16.188  -2.920  -26.775  -0.10
H  -22.475  -3.945  -25.289  0.06
H  -23.719  -5.102  -25.628  0.07
H  -23.036  -3.968  -26.904  0.07
H  -20.966  -5.235  -27.025  0.10
H  -22.110  -6.521  -26.881  0.10
H  -21.533  -6.583  -24.345  0.11
H  -20.583  -5.155  -24.610  0.10
H  -19.029  -6.488  -26.217  0.09
H  -19.894  -7.877  -25.585  0.10
H  -15.984  -7.785  -24.199  0.09
H  -16.670  -7.648  -25.627  0.09
H  -18.243  -9.553  -25.477  0.10
H  -17.659  -9.904  -23.818  0.09
H  -15.591  -10.608  -24.449  0.10
H  -15.832  -10.151  -26.109  0.10
H  -17.618  -12.256  -24.479  0.08
H  -16.261  -12.676  -25.576  0.07
H  -17.694  -12.055  -26.193  0.07
H  -19.498  -6.515  -22.042  0.10
H  -18.104  -7.656  -21.833  0.07
H  -19.604  -9.408  -22.919  0.10
H  -20.849  -8.233  -22.878  0.09
H  -21.173  -9.472  -20.915  0.10
H  -20.378  -7.956  -20.385  0.10
H  -18.227  -9.144  -20.151  0.05
H  -18.823  -10.608  -20.870  0.08
H  -19.274  -10.093  -19.192  0.07
H  -16.923  -5.384  -23.032  0.08
H  -18.249  -4.456  -23.607  0.10
H  -17.764  -4.514  -25.955  0.10
H  -16.231  -5.365  -25.793  0.11
H  -15.263  -3.337  -24.890  0.10
H  -16.943  -2.713  -24.763  0.11
H  -17.145  -3.000  -27.291  0.07
H  -15.439  -3.442  -27.370  0.08
H  -15.832  -1.893  -26.695  0.07
C  -15.570  -1.186  -19.743  -0.09
C  -16.074  -2.607  -19.217  -0.23
C  -14.910  -3.473  -18.715  -0.23
C  -14.357  -4.316  -19.922  -0.26
P  -12.671  -4.813  -19.684  0.98
C  -12.225  -5.612  -21.273  -0.24
C  -13.041  -5.181  -22.517  -0.26
C  -12.348  -5.538  -23.830  -0.27
C  -12.089  -7.007  -24.045  -0.09
C  -11.498  -3.483  -19.495  -0.25
C  -11.451  -2.258  -20.531  -0.21
C  -10.506  -1.115  -20.050  -0.24
C  -10.314  -0.086  -21.205  -0.10
C  -12.584  -6.122  -18.460  -0.25
C  -11.337  -7.028  -18.384  -0.24
C  -10.215  -6.359  -17.698  -0.27
C  -8.890  -7.207  -17.799  -0.08
H  -16.363  -0.457  -19.908  0.07
H  -15.000  -1.222  -20.672  0.05
H  -14.869  -0.815  -18.995  0.06
H  -16.756  -3.157  -19.867  0.11
H  -16.593  -2.307  -18.307  0.10
H  -15.304  -4.202  -18.007  0.11
H  -14.163  -2.874  -18.194  0.10
H  -14.296  -3.727  -20.836  0.08
H  -14.931  -5.226  -20.100  0.10
H  -12.421  -6.681  -21.196  0.08
H  -11.141  -5.522  -21.348  0.10
H  -13.204  -4.109  -22.627  0.09
H  -14.026  -5.644  -22.580  0.10
H  -11.442  -4.946  -23.700  0.10
H  -12.855  -5.127  -24.703  0.10
H  -11.663  -7.534  -23.191  0.08
H  -11.439  -7.097  -24.916  0.08
H  -12.999  -7.480  -24.416  0.07
H  -10.529  -3.982  -19.497  0.08
H  -11.771  -3.036  -18.540  0.09
H  -12.405  -1.830  -20.840  0.10
H  -10.977  -2.603  -21.450  0.10
H  -9.513  -1.520  -19.857  0.11
H  -10.968  -0.636  -19.186  0.11
H  -9.975  -0.614  -22.097  0.07
H  -9.548  0.622  -20.890  0.07
H  -11.158  0.558  -21.452  0.07
H  -13.443  -6.775  -18.618  0.11
H  -12.741  -5.602  -17.515  0.10
H  -11.106  -7.311  -19.411  0.11
H  -11.585  -7.924  -17.816  0.13
H  -10.456  -6.111  -16.664  0.12
H  -9.970  -5.381  -18.110  0.08
H  -8.790  -7.554  -18.827  0.07
H  -8.742  -8.035  -17.105  0.07
H  -8.041  -6.561  -17.575  0.07
O  -14.234  -8.809  -20.622  0.13
C  -15.343  -8.527  -21.179  -0.92
O  -15.747  -7.414  -21.531  -0.03
O  -15.947  -9.597  -21.268  0.04
H  -14.789  -9.576  -20.782  -0.05


# 2
Molecular formula: C33H76BrN2O27P7S
Method: DFT, ωB97M-V/def2-TZVPD

Charge: 0
HOMO level in eV: -8.52
Max |F| in eV/A: 9.86
Gap between HOMO and LUMO in eV: 5.9827
SMILES: CCOP(=O)(CCCc1c(Br)cc2nsnc2c1CC)OCC.COP(=O)(OC)OC.COP(=O)(OC)OC.COP(=O)(OC)OC.COP(=O)(OC)OC.COP(=O)(OC)OC.COP(=O)(OC)OC
DFT total energy in Eh: -8805.0094
Lowest unoccupied orbital energy in eV: -2.54

Each line ends with the Löwdin charge.
CARTESIAN COORDINATES (ANGSTROEM)
C  -3.860  -6.985  -6.963  -0.08
C  -3.499  -5.458  -7.376  -0.27
O  -4.024  -4.609  -6.314  -0.29
P  -5.028  -3.367  -6.916  0.69
O  -4.087  -2.352  -7.630  -0.35
C  -6.283  -3.928  -8.211  -0.23
C  -7.662  -3.084  -8.215  -0.22
C  -8.641  -3.421  -6.984  -0.19
C  -9.426  -4.777  -7.311  -0.12
C  -10.640  -4.682  -8.343  -0.50
Br  -11.155  -2.966  -9.246  0.64
C  -11.518  -5.931  -8.714  -0.03
C  -11.199  -7.336  -8.066  -0.26
N  -11.842  -8.611  -8.232  -0.29
S  -11.047  -9.767  -7.210  0.91
N  -9.862  -8.716  -6.521  -0.29
C  -9.978  -7.380  -7.040  -0.20
C  -9.076  -6.163  -6.643  -0.04
C  -7.858  -6.164  -5.612  -0.21
C  -7.255  -7.605  -5.252  -0.14
O  -5.776  -2.502  -5.648  -0.25
C  -5.757  -3.246  -4.390  -0.28
C  -7.003  -2.821  -3.421  -0.07
H  -4.957  -6.973  -6.613  0.04
H  -3.721  -7.729  -7.838  0.09
H  -3.244  -7.329  -6.044  0.09
H  -3.845  -5.175  -8.430  0.11
H  -2.348  -5.371  -7.320  0.13
H  -5.790  -3.751  -9.240  0.11
H  -6.495  -5.062  -8.158  0.10
H  -8.226  -3.411  -9.175  0.09
H  -7.482  -1.946  -8.349  0.13
H  -8.111  -3.525  -5.969  0.08
H  -9.392  -2.547  -6.848  0.11
H  -12.410  -5.821  -9.439  0.10
H  -8.122  -5.537  -4.670  0.12
H  -6.999  -5.568  -6.121  0.07
H  -6.970  -8.249  -6.152  0.08
H  -8.045  -8.174  -4.624  0.08
H  -6.312  -7.491  -4.587  0.08
H  -4.797  -2.934  -3.829  0.13
H  -5.845  -4.384  -4.514  0.10
H  -6.799  -3.184  -2.353  0.08
H  -7.930  -3.409  -3.792  0.06
H  -7.193  -1.694  -3.484  0.09
C  -3.424  -5.827  1.596  -0.13
O  -4.687  -5.566  0.991  -0.25
P  -5.930  -4.880  1.960  0.72
O  -6.653  -4.356  0.723  -0.29
O  -4.892  -3.755  2.549  -0.31
C  -4.644  -2.585  1.788  -0.11
O  -7.137  -4.274  3.023  -0.25
C  -8.441  -4.804  2.829  -0.15
H  -3.012  -6.742  1.170  0.08
H  -2.745  -5.003  1.367  0.09
H  -3.509  -5.945  2.677  0.08
H  -4.724  -2.768  0.716  0.09
H  -3.624  -2.254  2.000  0.09
H  -5.339  -1.798  2.089  0.10
H  -8.397  -5.869  2.594  0.08
H  -8.940  -4.268  2.021  0.09
H  -9.013  -4.667  3.745  0.08
C  0.727  1.149  6.357  -0.13
O  0.200  -0.115  5.964  -0.25
P  -1.369  -0.160  5.262  0.74
O  -1.038  -1.500  4.611  -0.29
O  -0.980  1.075  4.252  -0.32
C  -0.251  0.789  3.070  -0.09
O  -2.948  -0.170  4.584  -0.26
C  -3.777  -1.254  4.985  -0.14
H  1.315  1.017  7.267  0.09
H  1.388  1.517  5.571  0.08
H  -0.062  1.876  6.547  0.08
H  0.412  -0.066  3.195  0.05
H  0.363  1.661  2.831  0.10
H  -0.945  0.612  2.245  0.10
H  -3.627  -1.486  6.042  0.08
H  -3.554  -2.132  4.379  0.07
H  -4.817  -0.975  4.827  0.09
C  4.650  -1.101  -1.095  -0.14
O  3.954  -0.228  -0.211  -0.25
P  4.108  -0.488  1.482  0.72
O  3.705  0.954  1.775  -0.29
O  5.737  -0.623  1.352  -0.31
C  6.524  0.557  1.322  -0.10
O  4.238  -0.877  3.151  -0.25
C  3.040  -0.735  3.901  -0.14
H  4.037  -1.265  -1.982  0.08
H  5.582  -0.623  -1.402  0.09
H  4.866  -2.063  -0.628  0.08
H  5.991  1.393  0.867  0.09
H  7.414  0.356  0.720  0.09
H  6.836  0.815  2.336  0.09
H  2.178  -1.066  3.320  0.07
H  2.910  0.308  4.195  0.08
H  3.117  -1.343  4.801  0.09
C  11.868  4.347  0.032  -0.13
O  10.983  3.432  0.670  -0.25
P  11.546  2.582  2.055  0.72
O  10.107  2.342  2.506  -0.29
O  12.127  3.972  2.704  -0.31
C  11.234  4.834  3.389  -0.10
O  12.170  1.733  3.413  -0.26
C  11.791  0.366  3.503  -0.15
H  11.698  4.308  -1.045  0.08
H  11.644  5.357  0.381  0.09
H  12.913  4.109  0.236  0.08
H  10.222  4.783  2.986  0.09
H  11.595  5.859  3.269  0.07
H  11.229  4.586  4.453  0.10
H  11.783  -0.100  2.515  0.08
H  10.804  0.287  3.957  0.09
H  12.510  -0.154  4.134  0.08
C  -5.942  5.185  3.386  -0.14
O  -4.634  5.687  3.136  -0.25
P  -3.538  5.805  4.456  0.72
O  -2.342  5.796  3.510  -0.28
O  -3.905  4.283  4.946  -0.30
C  -3.254  3.187  4.324  -0.11
O  -2.541  5.980  5.846  -0.26
C  -1.748  7.158  5.881  -0.15
H  -6.651  5.717  2.749  0.08
H  -5.970  4.126  3.124  0.09
H  -6.234  5.315  4.429  0.08
H  -3.000  3.397  3.284  0.10
H  -3.938  2.334  4.339  0.08
H  -2.356  2.926  4.886  0.07
H  -2.303  8.013  5.488  0.08
H  -0.839  7.008  5.297  0.09
H  -1.470  7.361  6.914  0.08
C  13.307  11.985  0.928  -0.14
O  12.711  10.702  1.087  -0.25
P  13.484  9.566  2.120  0.72
O  12.182  8.792  2.301  -0.29
O  13.658  10.696  3.296  -0.31
C  12.569  10.953  4.166  -0.11
O  14.371  8.460  3.091  -0.25
C  14.403  7.123  2.613  -0.13
H  13.159  12.317  -0.101  0.08
H  12.807  12.692  1.593  0.09
H  14.375  11.966  1.145  0.08
H  11.607  10.794  3.677  0.09
H  12.624  12.000  4.475  0.09
H  12.651  10.320  5.052  0.09
H  14.494  7.103  1.525  0.08
H  13.495  6.601  2.917  0.06
H  15.260  6.614  3.050  0.09